Density functional theory data (ωB97M-V/def2-TZVPD) for 7 unconnected molecules or ions with the total composition C12H36FO6S6 at a distorted geometry.

Calculated values
- LUMO energy: 2.20 eV
- Total charge: -1
- Multiplicity: 1
- ΔE to the lowest compared entry with this formula, charge and spin: 0.00 kcal/mol
- Electronic energy: -3419.072883 Eh

Bonds (Å) are listed after each position.
Positions of all 61 atoms, in Å:
1 F -0.47560 -0.32461 -0.73371  no bonds
2 C 0.36397 3.21657 1.28365  S3 1.810, H6 1.089, H7 1.094, H8 1.092
3 S 1.84657 3.64929 0.33923  C2 1.810, O4 1.497, C5 1.846
4 O 2.71797 4.39649 1.30055  S3 1.497
5 C 2.55075 1.94899 0.19628  S3 1.846, H9 1.089, H10 1.094, H11 1.093
6 H -0.18433 2.35724 0.90042  C2 1.089
7 H -0.18933 4.15965 1.32543  C2 1.094
8 H 0.58091 3.05314 2.34121  C2 1.092
9 H 3.48747 2.08001 -0.34412  C5 1.089
10 H 1.89360 1.19035 -0.23964  C5 1.094
11 H 2.80366 1.50307 1.16157  C5 1.093
12 C 0.33065 2.03815 -2.93171  S13 1.846, H16 1.087, H17 1.088, H18 1.086
13 S 0.92377 2.63393 -4.57497  C12 1.846, O14 1.502, C15 1.814
14 O 0.05540 1.84490 -5.51337  S13 1.502
15 C 0.16517 4.27686 -4.44514  S13 1.814, H19 1.090, H20 1.091, H21 1.091
16 H 0.59397 2.76321 -2.16547  C12 1.087
17 H 0.82086 1.09827 -2.68556  C12 1.088
18 H -0.73552 1.86595 -3.04245  C12 1.086
19 H -0.09973 4.60130 -5.45149  C15 1.090
20 H 0.82575 5.01584 -3.98895  C15 1.091
21 H -0.75734 4.27849 -3.86246  C15 1.091
22 C 1.25639 -2.07963 -2.91263  S23 1.852, H26 1.091, H27 1.092, H28 1.087
23 S 2.76502 -2.08708 -3.98683  C22 1.852, O24 1.500, C25 1.835
24 O 2.67050 -3.28090 -4.89090  S23 1.500
25 C 2.40530 -0.67979 -5.10850  S23 1.835, H29 1.084, H30 1.093, H31 1.090
26 H 0.42153 -2.42562 -3.52395  C22 1.091
27 H 1.02360 -1.08170 -2.53595  C22 1.092
28 H 1.39770 -2.80233 -2.11361  C22 1.087
29 H 2.19985 0.24990 -4.59061  C25 1.084
30 H 1.54153 -0.97745 -5.70902  C25 1.093
31 H 3.15560 -0.55482 -5.88890  C25 1.090
32 C -4.78823 0.47672 3.40243  S33 1.798, H36 1.090, H37 1.094, H38 1.090
33 S -4.61688 0.22622 1.62979  C32 1.798, O34 1.495, C35 1.842
34 O -5.31115 1.36241 0.95107  S33 1.495
35 C -2.80230 0.54074 1.60350  S33 1.842, H39 1.087, H40 1.092, H41 1.093
36 H -4.05645 0.04860 4.08745  C32 1.090
37 H -5.69763 -0.06414 3.68010  C32 1.094
38 H -4.87294 1.55118 3.56398  C32 1.090
39 H -2.41196 -0.12880 2.36610  C35 1.087
40 H -2.58912 1.58719 1.83159  C35 1.092
41 H -2.41164 0.37509 0.59627  C35 1.093
42 C -0.82483 -4.93429 2.22597  S43 1.819, H46 1.092, H47 1.088, H48 1.088
43 S -2.35450 -4.13985 1.64498  C42 1.819, O44 1.536, C45 1.827
44 O -2.58825 -3.08897 2.74105  S43 1.536
45 C -1.56377 -2.98628 0.47001  S43 1.827, H49 1.095, H50 1.083, H51 1.086
46 H -1.18049 -5.78944 2.80468  C42 1.092
47 H -0.35362 -4.23829 2.91733  C42 1.088
48 H -0.12020 -5.25149 1.46060  C42 1.088
49 H -0.94316 -3.49002 -0.27834  C45 1.095
50 H -0.92571 -2.30764 1.02208  C45 1.083
51 H -2.33295 -2.48105 -0.10728  C45 1.086
52 C 1.34759 -1.08154 2.02094  S53 1.847, H56 1.092, H57 1.088, H58 1.096
53 S 2.22314 0.02412 3.21332  C52 1.847, O54 1.488, C55 1.874
54 O 1.25009 1.09924 3.54757  S53 1.488
55 C 2.04732 -1.14917 4.66451  S53 1.874, H59 1.095, H60 1.082, H61 1.096
56 H 0.37001 -1.20755 2.49184  C52 1.092
57 H 1.94802 -1.98908 2.02614  C52 1.088
58 H 1.09611 -0.57851 1.08046  C52 1.096
59 H 1.49641 -2.05651 4.39405  C55 1.095
60 H 1.58772 -0.64119 5.50179  C55 1.082
61 H 3.02373 -1.61541 4.83762  C55 1.096

Here is what Mulliken gives for the atomic charges, in e: -0.75 -0.63 0.37 -0.67 -0.20 0.04 0.43 0.30 0.43 -0.14 0.00 0.10 0.48 -0.63 -0.96 0.02 -0.40 0.39 0.37 0.35 0.30 -0.53 0.42 -0.65 -0.56 0.34 0.02 0.29 -0.10 0.32 0.41 -0.96 0.54 -0.68 -0.72 0.33 0.32 0.32 0.23 0.38 0.19 -0.67 0.39 -0.60 -0.28 0.34 0.06 0.33 0.38 -0.29 0.31 -0.65 0.39 -0.60 -0.81 0.13 0.44 0.18 0.14 0.34 0.36